{
  "formula": "H80O40",
  "method": "ωB97M-V/def2-TZVPD",
  "e_lumo_ev": -0.4,
  "homo_energy_ha": -0.363,
  "e_above_lowest_ev": 8.936,
  "species": ["H", "H", "O", "H", "H", "O", "H", "H", "O", "H", "H", "O", "H", "H", "O", "H", "O", "H", "O", "H", "H", "O", "H", "H", "O", "H", "H", "O", "H", "H", "O", "H", "O", "H", "H", "O", "H", "H", "O", "H", "H", "O", "H", "H", "O", "H", "H", "O", "H", "H", "O", "H", "O", "H", "H", "O", "H", "O", "H", "H", "O", "H", "H", "O", "H", "H", "O", "H", "H", "O", "H", "H", "O", "H", "H", "O", "H", "H", "O", "H", "H", "O", "H", "H", "O", "H", "H", "O", "H", "O", "H", "H", "O", "H", "H", "H", "H", "H", "H", "O", "H", "H", "O", "H", "H", "O", "H", "H", "O", "H", "H", "O", "H", "H", "O", "H", "H", "O", "H", "H"],
  "positions_angstrom": [[-0.9029, -0.1159, -5.5576], [0.4878, 0.3557, -5.4783], [-0.3689, 0.4289, -4.9721], [4.8556, -1.6990, 4.2412], [4.1526, -1.7024, 2.8855], [4.5089, -2.2682, 3.5668], [-0.9918, 1.1604, 2.0797], [-1.3112, -0.3660, 1.7045], [-0.9698, 0.4920, 1.4009], [-2.1370, -4.7852, 2.4314], [-3.0034, -4.7285, 3.6417], [-2.5254, -4.1476, 3.0489], [-3.6909, -3.7023, 0.8291], [-4.9736, -3.7351, -0.1934], [-4.6464, -3.9417, 0.6751], [-0.7481, -1.5494, -1.8484], [-0.5918, -0.6993, -2.2192], [-2.2735, 3.0435, -4.9261], [-3.0050, 3.1748, -4.2884], [-0.8574, -4.2096, -0.1475], [-1.9116, -3.7891, -1.1059], [-1.6744, -3.7253, -0.1661], [2.7835, -0.3825, 1.5267], [4.0033, -0.7880, 0.8571], [3.2976, -1.1617, 1.3626], [-1.5396, -2.6242, 0.9424], [-1.8661, -2.3903, 2.4912], [-1.3100, -2.1010, 1.7439], [2.9715, 0.8878, -3.7421], [4.3456, 0.0531, -4.0637], [3.8866, 0.6264, -3.4771], [-4.2471, 3.2011, -0.3166], [-5.0075, 3.7708, -0.5708], [0.6359, 5.6316, -2.2699], [-0.0428, 4.2436, -2.6929], [0.7510, 4.7300, -2.5194], [4.7445, 1.0618, 2.6323], [4.5381, 1.9572, 1.4994], [4.4766, 1.0245, 1.7000], [2.0080, -5.0916, -1.8921], [0.4278, -5.4133, -1.9078], [1.0823, -4.8177, -1.5455], [1.3855, 4.0199, 2.3044], [0.8599, 5.3915, 2.2249], [0.9288, 4.5987, 1.7049], [-2.3746, 5.9864, 0.1664], [-3.7821, 5.2517, -0.2111], [-3.1282, 5.5025, 0.4344], [-3.3253, -1.2304, -3.6588], [-2.9602, -0.7313, -4.9330], [-3.7566, -1.1354, -4.4969], [-4.1902, -5.2054, -1.9714], [-3.5030, -4.7137, -2.4572], [2.3880, -2.2994, -2.2723], [2.8498, -1.9302, -3.6478], [2.2989, -2.6259, -3.2001], [3.4521, -3.0941, 1.0057], [3.1559, -3.7360, 0.4281], [1.9163, 2.1707, 4.0181], [3.4001, 2.5873, 4.7318], [2.8584, 2.3484, 4.0086], [-3.7377, -0.5012, -0.7404], [-3.2240, -1.6102, -1.5535], [-3.8436, -1.4358, -0.8159], [6.2204, 1.5548, -0.0401], [4.9478, 0.9802, -0.7098], [5.4903, 1.8122, -0.6173], [0.3477, -2.7438, -3.8714], [0.7697, -3.6430, -2.7932], [-0.0062, -3.1103, -3.0245], [-1.1723, 3.9432, 0.1021], [-2.3159, 3.0318, 0.5899], [-1.7017, 3.1784, -0.1643], [0.1698, 1.7313, -2.5186], [1.5493, 2.3208, -2.3055], [1.0603, 1.6680, -2.8791], [-2.3107, 1.9281, 4.6990], [-1.6817, 0.4112, 5.0980], [-2.2087, 0.9598, 4.5413], [-2.1089, 0.2680, -2.5865], [-2.2422, 1.1339, -1.3262], [-2.4036, 1.1286, -2.2696], [1.1179, -2.9792, 5.8782], [1.8997, -2.8353, 4.6450], [0.9936, -2.7561, 4.9453], [2.6236, 3.0094, -0.0975], [1.8676, 1.5528, 0.1971], [1.8943, 2.4023, -0.3205], [-2.4878, 4.4541, 2.6538], [-1.9940, 4.3590, 3.4602], [1.1530, -0.7248, 5.8831], [0.8343, 0.6452, 5.4080], [1.0717, -0.2662, 5.0198], [-2.8751, -5.4351, -2.6700], [0.3524, -0.5891, -2.2814], [2.2404, -4.0678, 0.6391], [-2.6559, 2.5296, -3.6650], [-5.3079, 3.1912, -1.3307], [-2.5404, 4.6660, 4.1918], [0.6794, -3.4561, 1.7120], [0.8647, -3.2836, 2.6683], [1.0317, -2.6481, 1.3688], [3.8531, 3.9095, 0.9316], [4.5993, 3.7397, 0.3052], [4.0236, 4.8529, 1.1611], [-4.0892, 0.5509, 1.4056], [-3.2403, 0.8286, 1.7335], [-3.9685, -0.3485, 1.1507], [4.1924, -0.5018, -1.0201], [3.4368, -1.0387, -0.6143], [3.9243, 0.0666, -1.7878], [1.2791, -0.4592, 0.0048], [0.7265, 0.3339, 0.2635], [0.7411, -1.1846, -0.2871], [2.3339, 2.6880, -5.0547], [1.4858, 2.2106, -4.9971], [2.5365, 3.0279, -4.2007], [-5.7558, -2.1188, 2.2933], [-4.9753, -1.5541, 2.2234], [-5.2996, -2.8403, 1.8314]]
}